# 1
Entry from the OMol25 dataset: 2 unconnected molecules or ions with the total composition C5H11NOS (ωB97M-V/def2-TZVPD).

ΔE to the lowest compared entry with this formula, charge and spin	300.3	kJ/mol
Kohn-Sham gap	9.534	eV
LUMO level	0.43	eV

Cartesian coordinates (Å):
C (-3.735, 0.874, 0.391)
C (0.081, 0.350, 1.247)
C (1.847, -0.900, -0.107)
C (0.935, 1.334, -0.871)
C (0.650, 0.047, -0.123)
N (-4.503, 0.972, 1.237)
O (-0.606, -2.300, -0.313)
S (-0.688, -0.836, -1.070)
H (-3.197, 0.778, -0.510)
H (-0.068, -2.882, -0.818)
H (-0.122, -0.693, 1.476)
H (0.822, 0.697, 1.875)
H (-0.822, 1.021, 1.293)
H (1.664, -1.756, 0.432)
H (2.896, -0.469, 0.030)
H (1.903, -1.149, -1.085)
H (1.243, 2.025, -0.083)
H (1.609, 1.053, -1.630)
H (0.090, 1.835, -1.368)

Löwdin population analysis, charges in e, atoms 1 to 2: -0.098 -0.105

# 2
Entry from the OMol25 dataset: a molecular structure, C13H23BBeF4NP (ωB97M-V/def2-TZVPD).

Kohn-Sham gap	8.308	eV
LUMO level	0.45	eV

Cartesian coordinates (Å):
C (0.471, 3.256, -3.559)
C (-0.798, 2.785, -3.224)
C (-0.968, 1.768, -2.244)
C (0.138, 1.246, -1.585)
C (1.405, 1.742, -1.900)
C (1.574, 2.758, -2.860)
C (-2.366, 1.259, -1.949)
C (-2.458, -0.248, -1.577)
N (-2.494, -1.127, -2.695)
Be (0.026, 0.108, -0.184)
C (2.596, 1.050, -1.256)
P (2.044, -0.683, -0.853)
H (-1.682, 3.141, -3.764)
H (2.585, 3.085, -3.102)
H (0.605, 3.966, -4.381)
H (2.909, 1.495, -0.295)
H (3.485, 1.001, -1.904)
H (-2.810, 1.792, -1.083)
H (-3.033, 1.460, -2.810)
H (-1.627, -0.544, -0.859)
C (3.401, -1.450, 0.048)
C (2.106, -1.395, -2.526)
H (-3.408, -0.425, -1.035)
C (-1.506, -1.063, -3.734)
C (-3.193, -2.381, -2.544)
H (-0.214, -1.321, 0.788)
H (-1.911, -1.624, -4.590)
H (-1.305, -0.020, -4.025)
H (-0.547, -1.534, -3.437)
H (-3.406, -2.785, -3.545)
H (-2.601, -3.133, -1.986)
H (-4.138, -2.211, -2.004)
H (3.128, -1.380, -2.922)
H (1.758, -2.429, -2.489)
H (1.468, -0.852, -3.225)
H (4.350, -1.329, -0.488)
H (3.484, -1.007, 1.045)
H (3.198, -2.519, 0.165)
H (-0.279, -1.865, 0.198)
F (-0.206, 0.874, 1.046)
B (0.051, 0.157, 3.546)
F (-0.921, -0.755, 3.346)
F (1.347, -0.195, 3.402)
F (-0.283, 1.364, 4.032)

Löwdin population analysis, charges in e, atoms 1 to 2: -0.089 -0.055

# 3
Entry from the OMol25 dataset: a molecular structure, C24H44FeN10PS (ωB97M-V/def2-TZVPD).

⟨S²⟩	8.77
Kohn-Sham gap (spin up / spin down)	8.021 / 7.376	eV
charge	+2
LUMO level (spin up / spin down)	-5.18 / -5.85	eV
multiplicity	6

Cartesian coordinates (Å):
Fe (-0.412, -0.566, -0.300)
N (-3.437, -3.072, 0.940)
C (-4.118, -1.986, 1.450)
C (-3.339, -0.900, 1.201)
N (-2.197, -1.313, 0.551)
C (-2.289, -2.619, 0.413)
C (-1.205, -3.311, -0.268)
N (-0.247, -2.589, -0.819)
C (0.661, -3.478, -1.354)
C (0.223, -4.743, -1.128)
N (-0.965, -4.619, -0.437)
H (-3.770, -4.022, 0.955)
H (-5.073, -2.084, 1.935)
H (-3.521, 0.133, 1.440)
H (1.548, -3.152, -1.869)
H (0.634, -5.700, -1.398)
H (-1.517, -5.388, -0.095)
N (-0.720, 0.720, -1.471)
P (-0.827, 0.823, -3.081)
N (-0.934, 2.395, -3.472)
C (-0.585, 3.490, -2.550)
C (-1.552, 4.650, -2.722)
C (-1.586, 5.112, -4.177)
C (-1.926, 3.943, -5.100)
C (-0.946, 2.799, -4.889)
N (-2.161, 0.091, -3.704)
C (-2.288, -1.361, -3.477)
C (-3.221, -1.961, -4.514)
C (-4.593, -1.250, -4.509)
C (-4.633, -0.112, -3.490)
C (-3.454, 0.838, -3.646)
N (0.427, 0.061, -3.816)
C (0.373, -0.649, -5.101)
C (1.380, -0.080, -6.090)
C (2.782, -0.080, -5.491)
C (2.795, 0.668, -4.162)
C (1.761, 0.091, -3.203)
H (0.433, 3.835, -2.776)
H (-0.595, 3.105, -1.534)
H (-1.245, 5.469, -2.068)
H (-2.552, 4.333, -2.408)
H (-0.606, 5.518, -4.450)
H (-2.311, 5.916, -4.306)
H (-1.901, 4.251, -6.146)
H (-2.939, 3.595, -4.881)
H (0.062, 3.130, -5.169)
H (-1.199, 1.938, -5.510)
H (-2.661, -1.556, -2.462)
H (-1.300, -1.816, -3.545)
H (-3.326, -3.032, -4.330)
H (-2.748, -1.855, -5.492)
H (-5.391, -1.959, -4.290)
H (-4.803, -0.846, -5.500)
H (-4.659, -0.511, -2.472)
H (-5.547, 0.469, -3.617)
H (-3.442, 1.555, -2.824)
H (-3.567, 1.404, -4.572)
H (-0.638, -0.589, -5.496)
H (0.603, -1.710, -4.926)
H (1.088, 0.942, -6.351)
H (1.353, -0.672, -7.006)
H (3.493, 0.368, -6.185)
H (3.106, -1.114, -5.328)
H (2.564, 1.725, -4.329)
H (3.785, 0.617, -3.702)
H (1.720, 0.681, -2.287)
H (2.052, -0.933, -2.924)
C (2.227, 2.960, 3.397)
N (1.573, 1.809, 2.784)
C (2.135, 1.014, 1.885)
S (1.230, -0.332, 1.272)
N (3.391, 1.223, 1.530)
C (4.163, 0.472, 0.540)
H (1.531, 3.419, 4.091)
H (2.503, 3.700, 2.644)
H (3.112, 2.654, 3.959)
H (0.625, 1.590, 3.038)
H (3.872, 1.985, 1.985)
H (3.684, -0.482, 0.355)
H (5.162, 0.301, 0.934)
H (4.233, 1.033, -0.391)

Löwdin population analysis, charges in e, atoms 1 to 2: 0.560 0.149

# 4
Entry from the OMol25 dataset: a molecular structure, C25H26Cl3NO4Re (ωB97M-V/def2-TZVPD).

⟨S²⟩	3.78
ΔE to the lowest compared entry with this formula, charge and spin	1957.1	kJ/mol
Kohn-Sham gap (spin up / spin down)	6.009 / 4.920	eV
LUMO level (spin up / spin down)	-0.06 / -1.13	eV
multiplicity	4

Cartesian coordinates (Å):
Re (2.448, 3.085, -0.564)
C (1.584, 3.202, 3.102)
C (0.423, 3.637, 2.438)
C (0.511, 4.434, 1.330)
C (1.779, 4.826, 0.823)
C (2.946, 4.348, 1.475)
C (2.823, 3.554, 2.631)
H (1.497, 2.581, 3.982)
H (-0.549, 3.333, 2.802)
H (-0.384, 4.776, 0.828)
H (1.838, 5.667, 0.137)
H (3.912, 4.769, 1.222)
H (3.717, 3.226, 3.143)
O (1.869, 2.520, -2.367)
O (0.900, 3.367, -1.714)
Cl (2.167, 0.198, -0.255)
C (2.543, -1.151, -1.208)
C (3.982, 0.745, 0.056)
C (3.703, -2.114, -1.091)
C (4.612, -0.071, 1.116)
C (4.269, 1.913, -0.490)
H (2.195, -0.560, 0.981)
H (2.021, -1.048, -2.150)
H (2.117, 0.980, -1.381)
H (3.434, -3.048, -1.591)
H (3.978, -2.363, -0.061)
H (4.618, -1.739, -1.589)
H (4.188, -1.065, 1.244)
H (4.495, 0.440, 2.074)
H (5.678, -0.179, 0.904)
H (5.288, 2.278, -0.365)
Cl (-3.320, -4.241, -1.764)
C (-4.234, -2.853, -2.257)
C (-5.374, -3.046, -3.016)
C (-6.089, -1.952, -3.476)
C (-5.660, -0.671, -3.173)
C (-4.534, -0.496, -2.389)
Cl (-4.017, 1.118, -2.007)
C (-3.789, -1.574, -1.900)
N (-2.630, -1.383, -1.148)
C (-2.537, -1.883, 0.179)
C (-3.668, -2.206, 0.923)
C (-3.543, -2.679, 2.219)
C (-2.289, -2.819, 2.794)
C (-1.162, -2.499, 2.051)
C (-1.268, -2.048, 0.742)
C (-0.022, -1.770, -0.068)
C (0.224, -0.295, -0.254)
O (1.697, 1.779, 0.586)
O (-0.563, 0.581, -0.296)
H (-5.679, -4.055, -3.256)
H (-6.974, -2.099, -4.079)
H (-6.196, 0.198, -3.529)
H (-2.265, -0.442, -1.220)
H (-4.649, -2.080, 0.481)
H (-4.432, -2.925, 2.785)
H (-2.188, -3.179, 3.809)
H (-0.176, -2.616, 2.487)
H (-0.117, -2.177, -1.071)
H (0.851, -2.230, 0.386)

Löwdin population analysis, charges in e, atoms 1 to 2: 1.544 -0.073

Question: Number 3 is which compound?
Answer: C24H44FeN10PS